[1]
Formula: C16H11N4OS5Zr
Source: the OMol25 dataset
Level of theory: the ωB97M-V functional and the def2-TZVPD basis

The HOMO-LUMO gap (alpha / beta) comes out at 5.43 / 5.43 eV. Its total charge is +1. As for the LUMO energy (alpha / beta): -5.57 / -5.57 eV. The multiplicity is 1.

Each line ends with the Löwdin charge.
Element x y z (Å)
Zr  -0.141  -0.029  -0.200  0.98
S  -0.339  0.085  2.258  0.57
C  0.137  1.852  2.300  -0.71
N  0.248  2.504  3.433  0.11
N  0.033  1.957  4.566  0.07
C  0.190  2.629  5.760  -0.22
C  0.625  3.962  5.773  0.00
C  0.784  4.612  6.978  -0.05
C  0.520  3.948  8.172  -0.05
C  0.105  2.621  8.160  -0.06
C  -0.064  1.956  6.962  0.00
N  0.407  2.538  1.210  0.07
N  0.356  1.933  0.054  -0.24
C  0.650  2.652  -1.108  -0.27
C  0.797  1.898  -2.290  -0.06
C  1.104  2.537  -3.477  -0.05
C  1.252  3.920  -3.505  -0.05
C  1.095  4.663  -2.344  -0.05
C  0.801  4.040  -1.145  0.00
H  -0.251  0.965  4.603  0.12
H  0.846  4.438  4.831  0.11
H  1.121  5.637  6.993  0.12
H  0.651  4.465  9.111  0.11
H  -0.078  2.111  9.092  0.11
H  -0.373  0.921  6.949  0.12
H  0.703  0.786  -2.254  0.06
H  1.243  1.969  -4.384  0.12
H  1.500  4.418  -4.428  0.12
H  1.208  5.735  -2.369  0.12
H  0.686  4.601  -0.232  0.11
O  0.013  -6.534  0.575  0.00
C  0.011  -5.389  0.269  -0.99
S  -1.450  -4.488  -0.212  0.99
C  -0.676  -2.933  -0.486  -1.13
C  0.675  -2.876  -0.274  -1.12
S  1.747  -1.511  -0.577  0.55
S  1.464  -4.358  0.251  0.99
S  -1.721  -1.662  -1.097  0.52

Cartesian forces (eV/Å) of the 6 atoms listed first:
0.10 -3.56 0.35
0.07 0.91 0.05
-0.59 -2.37 -0.99
0.13 0.84 1.59
-0.12 -0.85 -2.03
0.32 1.09 1.58

[2]
Formula: C16H12AuN3O2Se2Te2
Source: the OMol25 dataset
Level of theory: the ωB97M-V functional and the def2-TZVPD basis

The HOMO-LUMO gap (alpha / beta) comes out at 3.20 / 3.23 eV. As for the LUMO energy (alpha / beta): -3.54 / -3.52 eV. The multiplicity is 1.

Each line ends with the Löwdin charge.
Element x y z (Å)
Au  0.135  -0.253  -0.332  0.28
Se  -1.295  -1.869  -1.742  -0.08
Te  0.033  -3.700  -2.419  0.27
Te  2.577  -2.771  -2.321  0.28
Se  2.362  -0.610  -1.349  -0.05
C  -7.868  1.769  -1.795  -0.09
O  -7.236  1.301  -0.619  -0.08
C  -6.552  2.208  0.124  -0.29
C  -6.568  3.578  -0.105  -0.02
C  -5.845  4.414  0.739  -0.03
C  -5.076  3.899  1.768  -0.29
C  -5.088  2.526  2.011  -0.01
C  -5.825  1.691  1.196  0.01
N  -4.418  4.867  2.605  0.06
N  -3.272  4.697  3.051  0.07
C  -2.464  3.579  2.648  -0.27
C  -1.914  2.813  3.647  -0.04
C  -1.172  1.662  3.379  -0.01
C  -0.920  1.247  2.069  -0.39
O  -0.295  0.156  1.792  -0.20
C  -1.395  2.123  1.015  -0.15
N  -1.056  1.788  -0.254  0.01
C  -1.409  2.560  -1.254  -0.13
C  -2.111  3.762  -1.064  -0.04
C  -2.474  4.120  0.204  0.00
C  -2.147  3.285  1.297  -0.11
H  -8.231  0.888  -2.316  0.09
H  -7.166  2.307  -2.436  0.09
H  -8.714  2.420  -1.559  0.09
H  -7.150  4.009  -0.907  0.10
H  -5.874  5.488  0.599  0.11
H  -4.522  2.107  2.833  0.12
H  -5.849  0.622  1.372  0.12
H  -2.106  3.102  4.675  0.11
H  -0.786  1.060  4.192  0.11
H  -1.120  2.238  -2.249  0.11
H  -2.349  4.388  -1.913  0.10
H  -2.997  5.049  0.380  0.11

Cartesian forces (eV/Å) of the 6 atoms listed first:
0.16 0.09 0.04
-0.04 0.05 -0.08
0.31 0.03 -0.06
-0.30 0.00 0.08
-0.02 -0.18 -0.11
-0.03 0.02 0.04

The following DFT total energy values (in Eh) correspond, in order, to the records above: -2948.352437 -6406.170141.
The following relative energy (zero: lowest compared OMol25 entry of this formula, charge and spin) values (in eV) correspond, in order, to the records above: 0.867 1.737.